Entry 1:
The following is a DFT calculation (the ωB97M-V functional and the def2-TZVPD basis) of a molecular structure, C32H36GdN6O3S2Sb at a distorted geometry.

```
81
C32H36GdN6O3S2Sb the ωB97M-V functional and the def2-TZVPD basis
Gd 11.957 11.767 9.375
N 12.149 16.176 7.763
C 12.050 14.874 7.917
N 11.302 14.268 8.781
C 10.426 14.981 9.566
N 9.678 14.446 10.494
N 10.072 13.085 10.690
C 9.524 12.551 11.716
C 9.971 11.269 12.238
C 9.406 10.651 13.347
C 9.903 9.405 13.690
C 10.946 8.801 13.013
C 11.510 9.559 11.947
N 11.004 10.732 11.566
C 10.393 16.439 9.372
C 9.435 17.245 9.996
C 9.377 18.599 9.725
C 10.386 19.169 8.866
C 11.346 18.410 8.264
C 11.291 17.014 8.480
H 12.916 16.540 7.260
H 12.780 14.261 7.318
H 8.752 13.031 12.305
H 8.676 11.189 13.962
H 9.451 8.856 14.524
H 11.311 7.803 13.250
H 12.340 9.195 11.382
H 8.650 16.855 10.700
H 8.613 19.260 10.140
H 10.469 20.266 8.791
H 12.160 18.873 7.628
N 10.090 11.747 7.430
C 8.831 11.417 8.023
C 7.740 12.280 7.889
C 6.597 12.057 8.624
C 6.536 11.013 9.533
C 7.582 10.145 9.645
C 8.716 10.285 8.848
C 9.769 9.251 8.836
C 9.415 7.918 8.828
C 10.359 6.865 8.886
C 11.724 7.218 8.873
C 12.091 8.562 8.809
C 11.122 9.600 8.830
H 10.014 12.496 6.750
H 10.531 10.935 7.005
H 7.804 13.123 7.175
H 5.755 12.716 8.574
H 5.686 10.912 10.221
H 7.574 9.300 10.333
H 8.356 7.722 8.890
H 10.071 5.831 8.963
H 12.507 6.481 9.033
H 13.158 8.902 8.621
C 15.160 9.899 11.730
C 15.287 11.331 12.263
Sb 13.568 12.611 12.044
C 14.549 14.532 12.504
C 15.226 14.591 13.887
C 12.754 12.240 14.064
C 11.850 13.225 14.721
H 15.994 9.284 12.009
H 15.109 9.914 10.611
H 14.268 9.433 12.126
H 16.069 11.878 11.728
H 15.523 11.261 13.375
H 13.779 15.314 12.495
H 15.322 14.715 11.717
H 14.403 14.740 14.675
H 15.925 15.396 13.870
H 15.884 13.725 14.062
H 13.637 12.162 14.716
H 12.286 11.232 13.949
H 12.192 14.256 14.686
H 11.786 12.974 15.784
H 10.827 13.298 14.292
O 15.459 11.308 7.145
S 14.508 12.133 7.851
O 13.135 12.105 7.252
O 14.271 11.666 9.280
S 15.212 14.031 7.792
```

Properties
E   -97889.32613 eV
HOMO-LUMO gap (alpha / beta)   4.02 / 3.98 eV
Multiplicity   8
Lowest unoccupied orbital energy (alpha / beta)   -0.033 / -0.116 Eh

Entry 2:
The following is a DFT calculation (the ωB97M-V functional and the def2-TZVPD basis) of a molecular structure, C32H36N4O2PtS2 at a distorted geometry.

```
77
C32H36N4O2PtS2 the ωB97M-V functional and the def2-TZVPD basis
Pt 1.113 1.462 -0.028
N 4.921 3.198 -0.984
C 5.581 1.991 -0.948
C 4.609 1.035 -0.958
N 3.373 1.626 -0.973
C 3.587 2.920 -0.991
C 2.481 3.843 -1.039
N 1.237 3.405 -1.076
C 0.439 4.524 -1.079
C 1.209 5.642 -1.040
N 2.514 5.199 -1.030
H 5.351 4.099 -0.871
H 6.655 1.930 -0.932
H 4.714 -0.036 -0.954
H -0.634 4.446 -1.107
H 0.960 6.687 -1.035
H 3.324 5.777 -0.893
O -1.528 0.732 -0.481
S -2.251 1.424 -1.574
C -1.564 0.868 -3.198
C -0.407 -0.120 -3.127
C -0.901 -1.554 -2.943
C 0.109 -2.623 -3.352
S 1.341 -3.053 -2.052
O 1.140 -2.102 -0.929
C 0.598 -4.605 -1.531
C -0.642 -4.618 -0.906
C -1.155 -5.816 -0.439
C -0.424 -6.992 -0.579
C 0.819 -6.970 -1.191
C 1.334 -5.770 -1.669
C -3.855 0.620 -1.737
C -4.925 1.312 -2.284
C -6.186 0.732 -2.281
C -6.369 -0.528 -1.727
C -5.291 -1.211 -1.176
C -4.031 -0.631 -1.167
H -1.260 1.805 -3.667
H -2.389 0.441 -3.769
H 0.281 0.138 -2.316
H 0.144 -0.037 -4.070
H -1.791 -1.709 -3.560
H -1.183 -1.682 -1.896
H 0.705 -2.286 -4.202
H -0.384 -3.555 -3.623
H -1.186 -3.692 -0.767
H -2.123 -5.835 0.046
H -0.818 -7.922 -0.189
H 1.392 -7.883 -1.289
H 2.308 -5.736 -2.141
H -4.774 2.302 -2.701
H -7.031 1.268 -2.695
H -7.357 -0.968 -1.703
H -5.439 -2.189 -0.738
H -3.183 -1.114 -0.696
C 2.585 0.015 3.066
C 1.493 1.099 2.986
C 2.197 2.459 2.918
C 0.707 0.866 1.698
C 0.562 0.990 4.195
C 0.359 2.031 5.095
C -0.533 1.905 6.157
C -1.256 0.738 6.328
C -1.071 -0.310 5.434
C -0.170 -0.185 4.391
H 3.219 0.089 2.182
H 2.158 -0.988 3.091
H 3.189 0.160 3.965
H 2.804 2.473 2.012
H 2.845 2.614 3.787
H 1.475 3.273 2.851
H -0.301 0.480 1.888
H 0.886 2.967 4.970
H -0.661 2.727 6.850
H -1.956 0.641 7.149
H -1.637 -1.226 5.549
H -0.047 -1.006 3.695
```

Properties
Energy above the lowest of the compared OMol25 structures with the same formula, charge and spin   43.9 kcal/mol
E   -68736.32322 eV
HOMO-LUMO gap (alpha / beta)   5.44 / 5.43 eV
Lowest unoccupied orbital energy (alpha / beta)   0.005 / 0.005 Eh